[1]
This record from OMol25 describes C15H24N4O5Y as an isolated structure at a distorted geometry. The level of theory is wB97M-V/def2-TZVPD.

CARTESIAN COORDINATES (ANGSTROEM)
O 2.67129 1.35412 -1.51134
H 3.27440 2.01300 -1.90552
Y 0.77002 0.01476 0.00105
N -1.26862 -0.08857 -1.07054
N 0.90891 -0.84720 -2.09720
O -2.44020 0.59155 -0.59054
O 2.16417 -0.91848 -2.74632
C -1.39522 -0.71251 -2.27277
C -0.17050 -1.14916 -2.84612
C -2.69664 -0.89087 -2.97017
C -0.04610 -1.70665 -4.21395
H -3.50274 -0.29022 -2.53245
H -2.99320 -1.95307 -2.94511
H -2.60898 -0.59580 -4.02633
H 1.01186 -1.85006 -4.44594
H -0.48061 -1.00469 -4.93939
H -0.57310 -2.66354 -4.32686
H -3.15552 -0.06992 -0.68813
H 2.57021 -0.04156 -2.48814
O 0.85915 -2.22088 0.79765
H 0.84455 -3.03443 0.25415
H 1.32953 -2.42968 1.62760
C 1.38631 2.07246 -0.96118
H 1.44073 2.08032 0.15780
H 0.46837 1.60895 -1.42128
H 1.35554 3.12744 -1.27339
O -2.72907 3.59428 0.19158
H -2.69776 2.63942 -0.02697
H -2.08460 3.71469 0.90884
C -1.71250 0.69760 3.88691
C -0.74999 0.73274 4.90651
C 0.59940 0.65991 4.56235
C 0.98634 0.51634 3.22104
N 0.02792 0.48003 2.23606
C -1.28600 0.57446 2.56293
C 2.40232 0.38555 2.79416
C 3.48248 0.54359 3.67432
C 4.78308 0.35932 3.21529
C 5.00603 0.03494 1.87667
C 3.90968 -0.06797 1.02312
N 2.64101 0.10244 1.47804
H -2.77818 0.76706 4.09473
H -1.05261 0.83238 5.95194
H 1.38014 0.72543 5.32617
H -1.99516 0.53455 1.72819
H 3.26603 0.82917 4.69713
H 5.62021 0.47418 3.90006
H 6.00365 -0.13819 1.47983
H 4.01035 -0.28771 -0.04668

Output
lowest unoccupied orbital energy (spin up / spin down) = -0.1526 / -0.1525 hartree
total charge = +1
frontier orbital gap (spin up / spin down) = 3.308 / 3.312 eV
E_tot = -33176.746 eV
energy relative to the best compared isomer or geometry (same formula, charge and spin) = 0.0 kcal/mol
multiplicity = 1
HOMO level (spin up / spin down) = -7.460 / -7.462 eV

[2]
This record from OMol25 describes a 2-piece molecular cluster, C17H21FN3O5P overall at a distorted geometry. The level of theory is wB97M-V/def2-TZVPD.

CARTESIAN COORDINATES (ANGSTROEM)
H -0.04944 3.47721 -1.41031
N -0.10211 3.50166 -0.39164
C 0.71702 2.65901 0.09552
C 0.82928 2.56600 1.58848
C 1.58286 1.75108 -0.73781
C 0.91301 0.38709 -0.94048
C -0.45343 0.34993 -1.25615
C -1.10677 -0.86714 -1.39686
C -0.39355 -2.04745 -1.22642
C 0.96835 -2.02344 -0.95907
C 1.64771 -0.80728 -0.81543
C 3.14174 -0.80521 -0.51316
N 3.84631 -1.99069 -0.96943
C 4.30372 -2.91863 0.06387
C -1.14738 -3.32196 -1.35616
O -0.67419 -4.31812 -1.81664
C -2.56053 -3.25577 -0.88804
P -3.28102 -4.77129 -0.13927
C -4.29778 -4.09568 1.23657
O -1.97376 -5.37455 0.68792
C -3.22240 -2.11213 -1.07085
F -4.49012 -1.95651 -0.71514
C -2.55380 -0.93918 -1.70173
O -3.12486 -0.14063 -2.38589
H 0.04027 1.93148 1.98284
H 1.79798 2.19228 1.89825
H 0.68192 3.56046 1.99453
H 2.47649 1.57680 -0.15337
H 1.82640 2.22100 -1.68569
H -0.99253 1.27531 -1.37760
H 1.49929 -2.95693 -0.84952
H 3.24158 -0.68308 0.56311
H 3.56452 0.05477 -1.02389
H 3.33894 -2.46646 -1.69638
H 4.04940 -3.95036 -0.16624
H 5.38674 -2.86740 0.15816
H 3.88326 -2.68806 1.04074
H -4.10753 -3.05182 1.45873
H -5.34327 -4.25565 1.00064
H -4.06510 -4.68455 2.11867
H -1.43303 -4.64323 1.01065
C -1.19239 6.36708 1.36099
N 0.09477 7.00074 1.75032
O 0.43522 8.00906 1.16994
O 0.72814 6.45119 2.62984
H -1.64254 6.95422 0.56980
H -0.96171 5.36061 1.02066
H -1.82568 6.34619 2.24295

Output
lowest unoccupied orbital energy = -0.0467 hartree
total charge = 0
frontier orbital gap = 7.718 eV
E_tot = -44680.031 eV
multiplicity = 1
structure (SMILES) = [H]/N=C(/C)Cc1cc2c(cc1CNC)C(=O)C(P(C)O)=C(F)C2=O.C[N+](=O)[O-]
HOMO level = -8.988 eV

[3]
This record from OMol25 describes C20H21IrN9O7 as an isolated structure at a distorted geometry. The level of theory is wB97M-V/def2-TZVPD.

CARTESIAN COORDINATES (ANGSTROEM)
Ir -0.35411 -0.65310 0.44762
C -3.83038 2.59835 0.90269
N -3.37203 1.86310 2.08776
C -4.07139 2.11557 3.35390
C -2.42792 0.93591 1.99318
N -1.77937 0.61040 0.88855
N -2.12341 0.29007 3.17643
C -1.23588 -0.72248 3.35477
N -1.18160 -1.23213 4.59428
N -0.46521 -1.13882 2.39377
H -4.39096 3.46529 1.23597
H -4.47065 1.97735 0.27868
H -2.99278 2.94473 0.31057
H -4.79693 2.90353 3.19089
H -3.38427 2.45981 4.12976
H -4.62084 1.23464 3.69424
H -2.06473 1.08741 0.02578
H -2.64682 0.57459 3.98763
H -1.82931 -0.96253 5.31516
H -0.59294 -2.02250 4.79533
H 0.14078 -1.89368 2.69230
N 1.87493 1.47461 -0.17806
C 2.92299 0.88702 0.35353
C 4.12368 1.64760 0.49685
C 5.28129 1.08278 0.96117
C 5.31104 -0.27203 1.26749
C 4.14539 -1.08565 1.14968
C 4.20532 -2.46328 1.41465
C 3.06848 -3.21399 1.30227
C 1.87429 -2.57060 0.98280
N 1.78901 -1.26203 0.73840
C 2.91947 -0.52522 0.76448
H 1.00891 0.97867 -0.40419
H 1.94426 2.43572 -0.48348
H 4.10599 2.69004 0.20200
H 6.17435 1.68369 1.06089
H 6.23082 -0.73483 1.60225
H 5.15115 -2.91539 1.68655
H 3.07085 -4.28186 1.46832
H 0.95740 -3.13732 0.91309
O 1.79707 -2.42329 -2.03289
C 0.72665 -1.89230 -1.91686
O -0.01882 -2.07098 -0.80530
C 0.06269 -1.07280 -2.92733
C 0.08172 -1.41680 -4.26846
C -0.68617 -0.68092 -5.14294
C -1.49963 0.33391 -4.70591
C -1.49843 0.66350 -3.36029
C -0.65188 0.02092 -2.45127
O -0.43633 0.45464 -1.19465
N -2.45082 1.69573 -2.95279
O -2.64694 1.86694 -1.75401
O -3.02505 2.31334 -3.80561
N -0.66284 -1.00798 -6.57983
O -0.00580 -1.96768 -6.91114
O -1.29526 -0.29117 -7.31857
H 0.68066 -2.24394 -4.62491
H -2.13967 0.86547 -5.39517

Output
lowest unoccupied orbital energy (spin up / spin down) = -0.3157 / -0.3450 hartree
total charge = +2
frontier orbital gap (spin up / spin down) = 4.127 / 3.326 eV
E_tot = -51642.056 eV
energy relative to the best compared isomer or geometry (same formula, charge and spin) = 93.9 kcal/mol
multiplicity = 2
HOMO level (spin up / spin down) = -12.718 / -12.716 eV

[4]
This record from OMol25 describes a 2-piece molecular cluster, C8H12N4 overall at a distorted geometry. The level of theory is wB97M-V/def2-TZVPD.

CARTESIAN COORDINATES (ANGSTROEM)
C 0.28263 1.51291 1.75942
C 1.36330 0.52972 1.57815
C 2.84460 0.47752 1.44065
N 3.22130 -0.77285 1.20889
C 2.09346 -1.57583 1.24230
N 1.06365 -0.80998 1.59422
H -0.13938 1.39593 2.73688
H -0.50985 1.09705 1.04978
H 0.74072 2.43513 1.51055
H 3.47479 1.35144 1.57506
H 4.19799 -1.16000 1.11350
H 2.20795 -2.57825 0.95607
C -0.91267 -1.76842 -0.71095
C -1.50742 -0.53623 -1.41145
C -2.30138 0.51749 -0.78129
N -2.44713 1.56858 -1.77047
C -2.02127 0.87112 -2.92925
N -1.38818 -0.29014 -2.73970
H -0.70705 -1.71250 0.31033
H 0.01932 -1.94301 -1.39250
H -1.46571 -2.69023 -0.92951
H -2.67463 0.49878 0.24852
H -3.40057 2.14512 -1.71962
H -2.03447 1.43663 -3.93957

Output
lowest unoccupied orbital energy = 0.0323 hartree
total charge = 0
frontier orbital gap = 8.816 eV
E_tot = -14448.647 eV
energy relative to the best compared isomer or geometry (same formula, charge and spin) = 67.0 kcal/mol
multiplicity = 1
structure (SMILES) = Cc1c[nH]cn1.Cc1c[nH]cn1
HOMO level = -7.938 eV

[5]
This record from OMol25 describes an isolated ion of composition C3H6N3O and charge +1 at a distorted geometry. The level of theory is wB97M-V/def2-TZVPD.

CARTESIAN COORDINATES (ANGSTROEM)
O 4.32764 0.07987 0.38864
C 3.19790 -0.00963 -0.12960
N 2.03643 -0.15581 -0.22302
N 0.77249 -0.42602 -0.55255
C -0.44996 0.41477 -0.38908
C -0.88878 0.49123 1.04664
N -1.46787 -0.38836 0.14312
H 4.95398 0.50432 -0.22670
H 0.43860 -1.31550 -0.26845
H -0.49080 1.33065 -0.99410
H -0.22912 0.00586 1.81343
H -1.33057 1.37498 1.61336
H -2.37125 -0.14030 -0.13615

Output
lowest unoccupied orbital energy = -0.1587 hartree
total charge = +1
frontier orbital gap = 9.448 eV
E_tot = -9714.286 eV
energy relative to the best compared isomer or geometry (same formula, charge and spin) = 102.5 kcal/mol
multiplicity = 1
structure (SMILES) = OC#[N+]N[C@@H]1CN1
HOMO level = -13.767 eV

[6]
This record from OMol25 describes a 2-piece molecular cluster, C4H8P overall at a distorted geometry. The level of theory is wB97M-V/def2-TZVPD.

CARTESIAN COORDINATES (ANGSTROEM)
C -1.03831 -1.56619 -0.53076
C -0.50492 -1.68591 0.68255
C -1.30956 1.23061 0.71981
C 2.31054 0.50315 -0.87910
P -0.20956 -0.06264 -0.01102
H -1.59714 -2.08282 -1.28096
H -0.39125 -2.36913 1.49725
H -0.99284 1.44982 1.73869
H -2.33290 0.85121 0.71795
H -1.26041 2.14272 0.12811
H 2.19990 0.09646 -1.86799
H 2.84741 -0.07761 -0.15084
H 2.27905 1.57033 -0.76368

Output
lowest unoccupied orbital energy (spin up / spin down) = -0.2150 / -0.2150 hartree
total charge = +1
frontier orbital gap (spin up / spin down) = 8.449 / 8.450 eV
E_tot = -13555.500 eV
energy relative to the best compared isomer or geometry (same formula, charge and spin) = 38.3 kcal/mol
multiplicity = 1
HOMO level (spin up / spin down) = -14.301 / -14.301 eV

[7]
This record from OMol25 describes C5H6O2 as an isolated structure at a distorted geometry. The level of theory is wB97M-V/def2-TZVPD.

CARTESIAN COORDINATES (ANGSTROEM)
C 0.02962 -0.71842 0.59465
C 1.32006 0.13204 -0.65854
C -0.65953 0.83322 -1.15351
C -0.59567 -0.45095 -0.62162
C -0.07871 -1.10184 1.84486
O -0.81207 1.94692 -0.37555
O 2.05413 -0.44271 -1.39815
H -0.89417 1.68953 0.55291
H 1.41386 1.00009 -0.00993
H -0.86262 1.00379 -2.19989
H -0.67819 -1.27050 -1.32793
H 0.78789 -1.17319 2.49374
H -1.02461 -1.44797 2.25897

Output
lowest unoccupied orbital energy = 0.0254 hartree
total charge = 0
frontier orbital gap = 8.413 eV
E_tot = -9372.327 eV
energy relative to the best compared isomer or geometry (same formula, charge and spin) = 110.0 kcal/mol
multiplicity = 1
HOMO level = -7.720 eV

[8]
This record from OMol25 describes one molecule with the formula C6H13N at a distorted geometry. The level of theory is wB97M-V/def2-TZVPD.

CARTESIAN COORDINATES (ANGSTROEM)
C 2.00899 1.47107 1.44891
C 1.12288 1.24618 0.25994
C 1.10754 0.22430 -0.61145
C -0.09937 -0.02265 -1.55352
C -1.48667 -0.18451 -0.89146
C -1.35437 -0.74257 0.55121
N -1.00482 -2.14065 0.46028
H 3.06252 1.72452 1.22703
H 1.87150 0.60299 2.09639
H 1.70042 2.32442 2.17467
H 0.11592 1.58555 0.48330
H 2.12212 -0.11746 -0.90978
H -0.08975 0.76456 -2.27564
H 0.20583 -0.93208 -2.15070
H -2.04702 0.78766 -0.98817
H -2.08605 -0.83217 -1.58955
H -2.29946 -0.60500 1.08127
H -0.70162 -0.19173 1.20950
H -1.85991 -2.65471 0.21195
H -0.28868 -2.30773 -0.23416

Output
lowest unoccupied orbital energy = 0.0368 hartree
total charge = 0
frontier orbital gap = 9.933 eV
E_tot = -7921.060 eV
energy relative to the best compared isomer or geometry (same formula, charge and spin) = 40.9 kcal/mol
multiplicity = 1
structure (SMILES) = C/C=C/CCCN
HOMO level = -8.930 eV